Entry 1:
This record from the Open Molecules 2025 dataset describes a 11-piece molecular cluster, C38H103N5O11 overall. The level of theory is wB97M-V/def2-TZVPD.

```
157
Properties=species:S:1:pos:R:3
O 3.12514 2.88257 -1.56970
O 0.53489 3.77790 4.40988
O 4.34523 -4.59894 0.00107
O -4.78212 0.92779 5.75080
O 0.86896 -4.75149 3.55664
O 1.22606 -0.71696 0.96510
O -5.65055 1.34977 -4.27594
O 7.41802 0.87988 1.25715
O -2.81372 -3.16672 -2.78512
O -4.37804 3.46526 -0.87194
O 0.56468 -0.67974 -3.82843
N 4.20451 1.12326 -4.54141
N -2.05643 6.31563 5.03445
N 3.18702 -1.90281 2.94706
N -1.35109 -0.94119 -1.64359
N -3.62599 0.87086 -2.06840
C 2.26224 -2.77741 3.69654
C 6.05814 1.06493 0.79713
C 0.92600 -3.00188 -3.62151
C 1.11939 -1.94391 4.28473
C -1.96445 3.66736 -0.71478
C 0.49580 -1.15887 -0.15127
C 4.41588 -5.18673 -2.35508
C -2.36702 -4.54102 -0.81463
C -0.79587 4.26483 4.68319
C -5.73990 0.34387 -5.23876
C -1.68553 -0.19790 0.68549
C -3.20702 1.22426 4.02744
C 5.19703 1.80870 1.83504
C 2.25559 -1.64791 -5.27849
C -0.71269 5.69434 5.07221
C -3.26573 4.27574 -2.77404
C -4.37679 -4.88610 -2.31748
C 0.69218 2.36633 4.26807
C 3.03018 2.17868 -2.76916
C 3.88862 -4.24363 -1.30179
C -4.83261 0.06514 -2.32240
C 1.89947 3.41038 -1.14427
C 0.00036 -5.48727 2.73659
C -3.44317 -3.85583 -1.70879
C 1.69806 -3.89104 2.83525
C -3.24048 4.23873 -1.26438
C 1.78305 0.55086 0.86460
C 0.89215 -1.84110 -4.58694
C -4.32826 0.37222 4.48703
C 0.03263 5.86219 6.42592
C -5.34758 -0.53644 -0.98234
C -0.69120 -0.31182 -0.49213
C 4.26148 -2.77567 -1.61047
C -3.92898 -1.08101 4.65812
C 5.23961 3.09772 -3.61645
C 4.39893 1.85560 -3.29633
C -5.96601 0.91157 -2.98775
C 5.41672 -0.25582 0.37911
H -1.14079 4.35946 -0.87675
H 5.08347 0.84947 -4.97759
H 2.71786 -3.29706 4.53016
H -1.36553 4.18942 3.75609
H -0.54070 5.36304 7.22410
H -3.30780 1.35347 -2.91252
H -2.03178 -5.41403 -1.37178
H 1.07696 1.36176 1.06075
H 0.48752 -1.47921 3.52009
H 5.49664 -5.38565 -2.33339
H 6.18015 2.73774 -4.05548
H 2.47884 0.65915 1.69488
H 4.20467 2.00155 1.42530
H 1.60006 4.32711 -1.66494
H -5.69680 0.29413 -0.36824
H 5.74394 2.68889 2.17478
H -2.90256 0.84704 3.04596
H -4.03902 -3.20994 -1.06813
H -4.89883 -0.34224 -5.24116
H -0.41724 0.71409 -0.71911
H -2.29069 -2.45682 -2.34327
H -3.80466 1.63066 -1.40930
H 2.52334 2.79108 -3.52132
H 5.33591 -2.63266 -1.67584
H 4.15626 -4.80703 -3.34785
H 2.49060 -4.47317 2.36196
H -1.73737 2.69686 -1.16365
H 1.91834 3.65765 -0.08549
H -4.81443 -1.70230 4.82584
H -5.72669 0.78460 -6.23558
H -5.10254 -4.48618 -3.03579
H 0.52453 0.11413 -4.37917
H -4.57316 -1.05350 -0.40426
H -0.14588 1.94594 3.71858
H -2.82158 5.18712 -3.17368
H -3.27961 -1.52402 3.90105
H -2.67374 5.93238 5.75315
H 2.45337 -2.52167 -5.91069
H 5.20063 -0.84123 1.27454
H -6.16293 1.78904 -2.37319
H 1.24144 -3.46248 1.94425
H 0.07359 6.90487 6.69955
H 4.97494 1.22270 2.72595
H 2.32369 -0.72181 -5.85279
H 5.29377 -4.50024 0.09539
H 5.00508 1.30991 -2.57679
H -1.16202 3.64612 5.50306
H 4.08083 -6.22271 -2.19915
H 0.18205 -1.95317 -5.41054
H -0.07319 -3.22708 -3.23818
H 1.07758 2.71260 -1.32294
H 3.63592 0.30699 -4.38737
H 1.06101 -1.22788 -1.08838
H 4.77941 3.76996 -4.34564
H -6.17827 -1.23842 -1.13495
H -1.97978 3.47464 0.35863
H 5.41471 3.68515 -2.70640
H 0.11167 -2.16391 0.03537
H -0.19818 6.25533 4.29095
H 2.22250 0.73174 -0.11769
H 6.08528 -0.71117 -0.35433
H 1.27913 -3.88701 -4.16418
H 6.11074 1.72754 -0.06675
H -2.72300 3.45265 -3.23954
H 0.97930 5.34155 6.51589
H 0.51355 -6.13142 2.02511
H 2.74535 -1.46627 2.14378
H 2.79445 -4.24733 -1.24698
H 7.45327 0.44921 2.12020
H 3.76614 -2.16602 -0.85405
H 0.43933 -2.55339 4.87031
H 3.87929 -2.54195 2.55055
H -6.66202 -0.22663 -5.10010
H -2.51656 0.39872 0.32636
H -3.25979 -1.15984 5.52562
H -4.29790 4.32278 -3.14188
H -2.10211 -1.14724 1.00194
H 3.03894 -1.63013 -4.51793
H 4.45797 -0.13045 -0.12908
H 1.63905 2.14846 3.77834
H -6.93704 0.41432 -2.96194
H -3.41844 5.25749 -0.92644
H -2.17816 -0.38844 -1.86559
H -1.57392 -3.80623 -0.70585
H -1.27252 0.28939 1.56979
H 0.74418 1.88706 5.24906
H -5.66702 0.58401 5.89044
H -5.13628 0.46749 3.75442
H 1.51096 -1.13501 4.90273
H 2.45571 1.24561 -2.66868
H -3.81851 -5.53985 -2.98998
H -2.38999 1.30665 4.72802
H -4.52213 3.56553 0.07372
H -4.90444 -5.42728 -1.54254
H -4.57050 -0.70571 -3.04995
H -0.63004 -6.13626 3.33309
H -2.09883 7.31482 5.19713
H 3.97928 -2.46980 -2.60978
H 1.58837 -2.71283 -2.79742
H -2.75248 -4.81596 0.16349
H -0.64384 -4.85608 2.12586
H -3.61799 2.22462 3.92179
H -0.73905 -0.82406 -2.45082
```

The value obtained for the calculated total energy is -71046.444 eV. The net charge is 0. As for the SMILES: COC[C@H](C)N.COC[C@H](C)N.COC[C@H](C)N.COC[C@H](C)N.COC[C@H](C)N.CC(C)O.CC(C)O.CC(C)O.CC(C)O.CC(C)O.CC(C)O. As for the orbital gap: 9.19 eV. For the LUMO energy, the calculation gives 0.012 Eh.

Löwdin atomic charge list, values in e, 5 entries: -0.1755 -0.2030 -0.0529 -0.0524 -0.1615

---

Entry 2:
This record from the Open Molecules 2025 dataset describes C38H104FLi2N9O10 as an isolated structure. The level of theory is wB97M-V/def2-TZVPD.

```
164
Properties=species:S:1:pos:R:3
F -1.88472 -1.64061 -1.25198
O -4.02657 3.48492 5.03152
O 6.50330 0.27887 -4.17692
O 7.83353 0.26895 0.39475
O -3.88772 1.17362 -6.51233
O -0.62417 4.56358 -0.43015
O 2.68375 -5.21462 -2.58505
O -1.61121 -4.47880 0.03244
O -6.30117 -2.86132 -0.78477
O 1.30374 4.67186 5.90049
O 0.00622 -1.34961 1.11438
N -4.53552 0.98955 4.28572
N 2.00488 -1.84562 -1.11620
N -1.98239 -1.10353 -4.21657
N -3.29586 -2.99643 2.05871
N -0.44053 1.06409 -1.55668
N 5.16425 -0.39794 0.41329
N -4.37758 0.07109 -1.15308
N 4.10293 -0.44174 -2.63886
N 3.01101 1.36412 5.31295
C 3.02287 1.74175 -2.96590
C 6.88817 1.23185 0.78603
C -0.42921 5.71599 -1.18364
C 9.10326 0.42349 0.96627
C -4.12636 2.54716 -6.82223
C 2.34828 2.56357 4.88860
C -3.08519 1.99831 2.54064
C 4.14431 0.72015 -3.51654
C 5.44131 1.04096 0.32349
C 5.58317 1.29063 -3.69792
C -2.61846 -5.05680 0.90837
C -6.31284 0.06488 0.17335
C -2.89559 2.61018 5.09093
C 0.24664 -2.24603 3.39589
C 0.31495 5.11457 6.89181
C -7.18120 -3.50191 -1.77705
C -3.16692 1.49910 4.00289
C 1.28643 2.06956 -0.16830
C 1.38945 2.28191 3.72078
C -0.17793 2.12260 -0.59063
C 1.27589 -2.57231 -3.37614
C -5.13044 -0.80717 -0.35962
C 4.30487 1.79003 1.12771
C 2.86226 -3.98888 -1.85310
C -2.94055 0.71337 -5.51987
C -3.36057 -4.95900 3.34178
C 0.81174 -1.38114 2.27613
C -0.52673 3.46386 -1.30116
C 1.68480 -3.04626 -1.93465
C 1.73907 3.27671 6.12733
C -3.04275 -0.80671 -5.18239
C 7.65618 0.23326 -3.38586
C 3.52666 -5.35783 -3.78351
C -1.82770 -5.06750 -1.23543
C -4.24900 -1.37230 -4.60001
C -2.62050 -4.30180 2.22754
C -3.85320 4.64638 5.80573
C -5.48008 -1.87198 -1.43678
Li 0.11200 -0.76850 -0.89082
Li -1.64175 -2.51300 0.64601
H -7.87658 -4.19682 -1.30625
H -4.19342 -3.26276 1.67981
H 3.51816 1.12884 1.49104
H -1.92186 0.92398 -5.84545
H 0.16977 -3.31764 3.21194
H 7.23028 0.03161 -2.40298
H -4.92510 1.87126 4.58721
H -3.92041 3.09344 -5.90176
H -1.58343 -2.02151 -4.35170
H -3.52628 4.33512 6.79787
H -7.18399 -0.54795 0.40497
H -1.94867 3.10656 4.87868
H 6.89808 1.20387 1.87563
H -4.34043 -5.37259 3.10319
H 2.54133 3.17384 6.85801
H -3.31610 1.21311 1.82075
H -2.97566 5.11276 5.35794
H 9.03179 0.22081 2.03488
H -5.92289 -1.47654 -2.35091
H -4.94270 0.93337 3.36314
H -0.91667 1.95742 0.19363
H -4.58215 -2.41520 -1.73132
H 0.50875 5.84274 -1.72426
H -2.93045 1.21741 -4.55346
H -4.68916 5.30675 6.03631
H 0.33601 -2.06596 -3.15625
H 4.84212 -0.86208 1.25049
H 1.81323 2.92000 -0.60113
H -3.49478 2.79393 -7.67564
H 2.80513 -5.58296 -4.56888
H -0.07450 1.37383 -2.44560
H 5.88210 1.86145 -2.81877
H 0.95328 -0.38818 2.70287
H -0.76600 -1.93895 3.65738
H -2.63947 -5.60164 3.84687
H -3.66256 -4.94424 0.61633
H -3.71316 2.83124 2.22446
H -3.48144 -4.30022 4.20172
H 0.48151 1.84725 4.13890
H -3.49382 -2.73242 3.01328
H 9.76318 -0.16371 0.32768
H 3.46857 2.26870 -2.12223
H 3.89186 1.30470 4.82237
H 2.69378 -1.27272 -1.58235
H -4.91178 -1.00649 -5.38424
H 2.45383 0.55904 5.06498
H -6.70597 -3.92057 -2.66417
H 3.87176 0.40126 -4.52258
H 0.89121 2.73108 6.54148
H 0.35780 3.59726 -1.92397
H 7.14763 2.24603 0.48237
H 2.99554 -4.37301 -0.84177
H -4.59015 -1.27196 0.46510
H -1.27566 5.73228 -1.87019
H 3.77678 -3.46569 -2.13242
H 5.35073 1.23898 -0.74453
H 4.17074 -6.22396 -3.63164
H -6.72331 0.78045 -0.53909
H -0.66637 6.60364 -0.59718
H 1.31379 2.07128 0.92135
H -4.64079 -0.89006 -3.70444
H 2.27351 -1.97544 -0.15128
H 5.47036 2.04558 -4.47601
H -2.39891 0.82999 4.39089
H -4.20024 -2.46019 -4.64704
H -1.42152 0.84150 -1.64731
H 8.42653 -0.50021 -3.62394
H 1.80185 -1.83628 2.30084
H 4.56659 -1.11065 -3.23691
H -4.68217 0.22520 -2.10364
H -5.14145 2.62162 -7.21230
H 2.57892 2.43741 -3.67799
H -1.49348 3.43855 -1.80400
H 3.12639 3.20026 4.46756
H 0.95047 -3.40537 -3.99921
H -1.71710 -6.15094 -1.19065
H -7.82910 -2.72550 -2.18388
H 4.79244 -0.27704 -1.91945
H -2.17323 -1.08463 -3.22494
H 0.55446 4.83120 7.91672
H 5.97856 -0.97546 0.26008
H -2.66908 -1.37616 -6.03339
H 0.74767 -3.51460 -1.63374
H 1.06112 3.22849 3.29149
H 1.83149 1.67277 2.93233
H 2.08487 1.28829 -2.64554
H 1.95932 -1.94772 -3.95138
H 1.76350 1.13178 -0.45301
H -5.86449 0.45495 1.08710
H -1.57784 -4.11657 2.48572
H 8.11089 1.19418 -3.14511
H 4.80216 2.24593 1.98384
H 3.87370 2.63868 0.59669
H -2.85946 2.32381 6.14202
H -2.37326 -6.10720 1.06526
H -1.12896 -4.72920 -2.00056
H 9.43518 1.46167 0.95536
H 4.07490 -4.49338 -4.15804
H -0.02992 6.12858 6.68945
H -2.05291 2.21135 2.26293
H -0.56993 4.48237 6.81826
H -2.80754 -4.76246 -1.60283
H -3.54097 -0.48892 -1.23412
H 0.92174 -2.25753 4.25158
```

The value obtained for the calculated total energy is -78099.662 eV. The net charge is 0. As for the orbital gap: 7.95 eV. For the LUMO energy, the calculation gives 0.017 Eh.

Löwdin atomic charge list, values in e, 5 entries: -0.5883 -0.2316 -0.1745 -0.2086 -0.2118

---

Entry 3:
This record from the Open Molecules 2025 dataset describes a 12-piece molecular cluster, C38H105N17O12 overall. The level of theory is wB97M-V/def2-TZVPD.

```
172
Properties=species:S:1:pos:R:3
O 5.45864 -2.91153 -6.83892
O 0.54066 -5.76778 2.23494
O -1.53230 -0.64420 5.24012
O 1.12155 4.58352 3.59984
O 1.03149 1.54909 -0.36803
O 0.95981 3.72257 -2.31320
O -3.79166 3.95142 0.39675
O -2.29561 4.39172 -4.45269
O -4.48574 0.82912 4.28766
O 6.58173 -2.31670 0.13090
O -0.53478 -2.62059 -5.09619
O 5.60585 -2.60695 4.37031
N -3.75448 1.19976 -5.45518
N 0.23700 0.13836 6.43926
N 0.83308 5.39731 -0.80867
N 5.94880 -4.33370 -3.53028
N 1.77068 5.77228 -2.88544
N -7.39043 3.96649 -0.11153
N 2.67038 3.57147 2.27482
N -1.26503 -0.44862 -5.02492
N -3.72184 0.80828 6.82528
N 0.48786 -0.31281 4.24067
N -1.99026 -5.94935 3.89441
N 5.87003 -0.21637 -0.30554
N 3.32287 -1.04192 5.30993
N 0.46427 3.31937 1.77292
N 5.85719 -1.81435 -1.95931
N -2.76081 -2.11907 -5.20371
N 0.56663 0.24511 -0.59204
C 6.33925 -3.76173 3.97061
C -3.49917 2.67262 -5.54570
C -4.68266 2.05908 4.97887
C 2.11012 -1.07365 0.79745
C 3.89315 -0.97100 3.94119
C -4.82099 2.93501 7.43985
C -0.79099 -5.84363 1.74951
C 4.70821 0.30221 3.71908
C -5.10078 0.90231 3.00233
C 1.26849 4.86679 -1.98127
C 1.37244 3.85590 2.64490
C -1.41136 -0.06488 0.84651
C -5.82916 2.96103 -1.75956
C -1.65502 -6.66759 2.67767
C -0.35353 -0.29374 5.30815
C -1.22282 -1.27151 -1.36113
C 1.27509 -4.66649 1.80513
C -1.45296 -1.79917 -5.00976
C -1.29138 4.69359 -3.46998
C -0.30639 -2.42951 -1.02053
C -2.82376 4.88447 0.87221
C 5.16318 -4.08948 -4.75247
C -2.54695 3.00265 -4.39156
C 1.08806 -2.04185 -1.36110
C -0.90686 0.06271 -0.60831
C 6.09285 -1.50555 -0.65848
C -6.01159 3.43316 -0.28721
C 2.70207 -0.27719 -1.56804
C 5.96630 -3.04052 -5.55020
C 3.76492 -3.64458 -4.42762
C 1.60693 -0.79917 -0.62639
C -3.00624 -7.10189 1.99678
C -4.89155 3.31238 -5.45204
C -4.82248 1.74226 6.48478
C 4.56707 -2.27596 3.46759
C -5.06997 4.54962 0.19966
C 6.30256 -2.12047 -7.65049
C -1.57543 1.22919 -1.30123
H 2.35067 0.45579 -2.29100
H -5.48383 3.10289 -6.34337
H -4.34376 1.04059 2.22599
H 5.05849 -2.11275 2.49854
H 5.42165 0.41094 -0.94496
H -1.12693 -4.79895 1.65757
H 6.31842 -3.87082 2.88487
H 1.46205 -0.54199 4.40179
H 3.49713 0.22596 -1.01431
H -1.60414 4.53983 -2.43295
H -2.76761 4.85982 1.96140
H -1.69080 2.32239 -4.48851
H -1.37403 0.85194 1.43362
H -1.92752 -4.95299 3.71117
H -5.91681 1.61639 2.90755
H -2.26042 -1.56406 -1.18343
H 1.93298 5.31813 -3.77247
H -2.93167 5.86735 0.41119
H -3.83103 2.71302 4.74322
H -8.04258 3.40703 -0.64394
H -2.10639 0.10712 -5.17166
H 6.95171 -4.24393 -3.47948
H 3.88305 -3.11409 3.28275
H 2.73560 3.33974 1.29882
H 4.08706 1.11180 3.34216
H 1.19045 -4.65851 0.71066
H 3.05427 -0.82333 3.25625
H -1.11189 -7.61703 2.74333
H -0.44885 -2.80250 0.00219
H 3.20883 -1.12744 -2.02401
H 3.10786 -4.43714 -4.05676
H 1.92657 6.76007 -2.93324
H -5.73731 3.50500 7.61311
H -3.69774 -7.62768 2.66223
H 2.54198 -0.12795 1.12548
H 3.39696 4.10892 2.71316
H 0.81205 2.76623 1.00560
H -5.90170 2.53301 0.31364
H -2.83960 1.31854 6.76474
H -2.95891 2.62938 -3.44279
H 2.28565 -4.65410 2.21058
H 7.03590 -3.27521 -5.51204
H -5.53083 2.65869 4.63205
H -0.42353 4.03378 -3.56474
H -4.46576 0.99925 -6.15257
H 1.22638 6.26711 -0.50249
H -2.94556 -6.05205 4.20753
H -5.48607 4.85951 1.16352
H -5.81290 3.80290 -2.45187
H -4.10565 3.68225 7.07789
H -1.20576 1.48261 -2.30163
H 4.11350 -1.14495 5.95218
H -3.49331 -1.44931 -5.06528
H 5.03524 -4.95881 -5.40681
H -0.36297 0.25364 7.24079
H 1.32375 -1.34222 1.50469
H 2.74030 -1.96639 0.77576
H 5.28282 0.52788 4.61792
H 3.05173 -2.02810 5.39040
H -0.50128 3.40246 2.03636
H -6.66419 2.32195 -2.04752
H -0.83708 -0.83711 1.35838
H 5.86551 -2.14098 -4.92115
H 0.96666 -3.64435 2.08162
H 7.31044 -2.53275 -7.73677
H -0.41787 -0.09810 -5.43536
H -1.01204 5.72610 -3.66372
H 7.32416 -3.67136 4.42080
H -4.91106 2.36956 -1.74557
H 3.73322 -2.81380 -3.72206
H -7.41686 4.91396 -0.46896
H -3.00343 -3.09371 -5.25162
H 6.06234 0.09900 0.62553
H 5.93250 -1.97959 -8.66549
H -3.85825 0.83936 7.83878
H -1.13450 -0.98073 -2.41082
H -5.04275 5.43216 -0.44501
H 0.23630 4.75310 -0.31729
H 5.55889 -1.13325 -2.63399
H -5.47036 2.93571 -4.60717
H -3.61731 -6.19867 1.90042
H -4.25828 1.10717 -4.57475
H 5.46336 0.10968 2.95201
H -3.04369 2.88190 -6.51349
H 3.20187 -3.40966 -5.33570
H 6.13638 -2.71673 -2.34034
H 5.82996 -4.62900 4.40629
H -2.73035 -7.74645 1.16339
H 1.11159 1.88574 -1.27479
H -4.74738 4.38964 -5.32778
H -0.51097 -3.37691 -1.53236
H 0.16896 -0.60120 3.33372
H 1.70541 -2.88415 -1.03299
H -5.75398 1.16846 6.49366
H 6.35278 -1.09802 -7.26091
H -1.26527 2.15539 -0.80460
H 1.12472 -1.88286 -2.43912
H -2.43015 -0.45867 0.81105
H 1.19202 0.32663 6.68336
H 5.66854 -5.18515 -3.06647
H -1.91445 4.43941 0.45728
H -0.82032 -6.14443 0.69472
H -4.46747 2.66279 8.43619
H -2.66250 1.16501 -1.31910
H -5.50519 -0.08210 2.74597
```

The value obtained for the calculated total energy is -91008.144 eV. The net charge is 0. As for the SMILES: CC1(C)CCCC(C)(C)N1O.COC[C@H](C)N.COC[C@H](C)N.COC[C@H](C)N.COC[C@H](C)N.COC[C@H](C)N.COC[C@H](C)N.NC(N)=O.NC(N)=O.NC(N)=O.NC(N)=O.NC(N)=O. As for the orbital gap: 7.92 eV. For the LUMO energy, the calculation gives 0.005 Eh.

Löwdin atomic charge list, values in e, 5 entries: -0.1569 -0.1663 0.0165 0.0145 -0.0588

---

In eV, the energy relative to the best compared isomer or geometry (same formula, charge and spin) values for the records above are, in order, 0.000 4.963 2.395.